[1]
This record from the Open Molecules 2025 dataset describes a single C4H5N3 molecule. The level of theory is ωB97M-V/def2-TZVPD.

```
12
C4H5N3, DFT ωB97M-V/def2-TZVPD
C -1.5570 0.1957 0.1169
N -0.3666 -0.3270 -0.5470
C 0.8825 -0.3366 0.1208
C 1.9124 -0.9631 -0.7759
N 2.6637 -1.5540 -1.4334
C 1.0374 1.0654 0.9182
N 0.4888 2.0296 1.2645
H -2.1903 -0.6362 0.4279
H -2.1031 0.8524 -0.5662
H -1.3395 0.8104 1.0006
H -0.3316 -0.2136 -1.5505
H 0.9035 -0.9228 1.0241
```

The highest occupied orbital energy is -10.1 eV. The LUMO energy is 0.0152 Eh.



[2]
This record from the Open Molecules 2025 dataset describes a molecular structure, C4H5N3. The level of theory is ωB97M-V/def2-TZVPD.

```
12
C4H5N3, DFT ωB97M-V/def2-TZVPD
C -2.3985 -0.0883 0.0399
C -0.7058 -0.1741 -0.9153
C -2.0263 -1.0712 -0.8565
C 1.1043 1.2813 -0.2072
N -2.1478 0.7146 0.9563
N -0.9456 1.2695 0.9324
N -0.1884 0.6418 -0.0375
H -1.7773 -2.0804 -0.4981
H -2.4620 -1.2243 -1.9127
H 0.9122 2.2851 -0.0854
H 1.8133 0.8422 0.5452
H 1.4142 0.8844 -1.1802
```

The highest occupied orbital energy is -8.2 eV. The LUMO energy is 0.0139 Eh.



These records have energy relative to the best compared isomer or geometry (same formula, charge and spin) values of 2.865, 7.358 eV, in the order they appear.
These records have E_tot values of -319.60692, -319.44182 hartree, in the order they appear.
These records have Kohn-Sham gap values of 10.49, 8.59 eV, in the order they appear.